This record from OMol25 describes a structure of composition C33H49As2FN6O3RuS. The level of theory is the ωB97M-V functional and the def2-TZVPD basis.

Structure (ORCA input):
```
! wB97M-V def2-TZVPD RIJCOSX def2/J DEFGRID3
* xyz 3 6
H -1.7484 -3.9442 -1.5373
H 4.2189 -2.3977 4.2820
H -1.4184 -2.4796 5.0580
O 2.2574 1.1201 1.2879
C -0.6928 -4.4830 5.1520
C 4.8072 -1.1007 -0.6399
H -3.6128 5.1640 0.2330
N -0.9343 -3.3654 -1.6698
H 4.4761 -0.9786 -3.3389
H -0.6558 5.9800 0.4611
H -1.4997 -4.8125 5.7920
H -1.8079 -0.1855 -1.6386
C 1.3330 -4.9485 3.9494
C 7.1827 -0.9670 -1.1452
C -5.4191 5.2052 -4.1955
C -5.0653 2.2465 -4.4672
H 7.2004 0.1001 -0.9317
N -4.2547 3.1451 -3.6407
H -1.5716 -4.3888 1.9925
O -0.1323 0.0636 0.2202
H -5.5963 1.5480 -3.8221
H -2.9329 4.6035 -1.8766
Ru 1.8403 -0.8263 0.9790
H 1.9171 0.8292 4.7305
H 6.0427 -3.4822 -1.0235
C -0.6452 -3.1625 4.7285
C -2.0498 0.8679 -1.6810
H 5.1815 -2.4789 2.7875
C -0.1031 -3.0688 -0.6692
C -1.4704 5.4609 -0.0420
H -3.3366 5.0468 -3.7545
H 0.3231 4.3648 1.3791
C 3.1290 -4.5431 1.1484
C -3.3097 2.6808 -2.7191
C -4.0936 4.4523 -4.2559
H 2.1007 -5.6581 3.6661
H 4.1865 -4.5233 0.8848
H 7.9270 -1.1768 -1.9126
H -1.9014 -0.4341 3.6248
N -6.5470 4.2168 -4.4346
N -1.0774 4.0381 -0.0902
H -0.9481 1.0593 3.8574
H -2.5258 -3.4368 0.8381
H -1.4881 5.8456 -1.0628
H 0.2783 -6.3952 5.1262
H -2.6969 5.3341 1.7284
H -5.6003 5.6496 -3.2185
H -7.3377 4.6853 -4.8814
C -2.9653 1.3092 -2.5816
H 2.5313 -4.4837 0.2438
C -2.6714 3.5596 -1.8566
As 0.5904 -0.8476 3.4480
C 1.3783 -3.6303 3.5013
H 4.8053 -3.2512 -2.2767
C -1.7154 3.1264 -0.9225
H 0.2050 -3.1672 1.3076
C 5.4305 -0.6381 -2.9401
H -4.4778 1.6623 -5.1806
H -5.6693 3.4915 -6.1789
H 4.6790 -3.9796 3.6105
C -1.3893 1.7645 -0.8282
N -0.4327 -3.4205 0.5671
C 0.2817 2.3066 0.8437
C 5.8125 -1.4129 -1.6728
F -3.5402 0.3952 -3.3894
C 4.3913 -2.9564 3.3644
C 5.7825 -2.9242 -1.9224
H 6.5204 -3.1594 -2.6876
S 1.3843 -2.2925 -1.0556
N 4.0241 -0.8459 0.1623
H 1.7011 -0.6744 5.6946
C -0.3749 1.3009 0.0939
H -1.0617 -0.1315 5.1763
H 7.4593 -1.5111 -0.2434
H -3.0021 6.7465 0.7214
C -6.0803 3.0593 -5.2684
H 2.9141 -5.4674 1.6828
H -5.4920 5.9753 -4.9618
C -2.7759 5.6817 0.6992
H -1.8021 -5.0040 0.3627
O 1.3928 2.3548 2.9435
H -3.7523 4.3480 -5.2916
As 2.7727 -3.0244 2.3020
H -6.8850 3.8673 -3.5354
C -0.1287 3.6087 0.7509
H 2.9220 -0.5857 4.3945
C 1.9342 -0.2580 4.7145
C 1.3651 1.9411 1.8097
C 0.3024 -5.3730 4.7758
H 5.3771 0.4330 -2.7524
H 6.1995 -0.8157 -3.6911
C -1.6629 -4.0951 0.9498
H -6.9456 2.4542 -5.5327
C -1.0207 -0.0003 4.0948
H -0.6325 -3.1841 -2.6130
C 0.3927 -2.7220 3.9093
*
```

Calculated values
Highest occupied orbital energy (alpha / beta) in eV: -14.2 / -15.2
DFT total energy in eV: -187888.720
HOMO-LUMO gap (alpha / beta) in eV: 7.552 / 6.944
Molecular weight in g mol⁻¹: 879.773

Taken from the Mulliken analysis, the atomic charges in e are: 0.203, 0.383, 0.416, -0.798, -0.747, -0.387, 0.324, -0.332, 0.358, 0.487, 0.451, 0.673, -0.837, -1.619, -0.745, -0.647, 0.406, 0.175, 0.247, -0.718, 0.507, 0.432, 1.378, 0.441, 0.338, -0.772, -0.761, 0.452, 0.820, -0.939, 0.412, 0.507, -1.038, -0.864, -0.666, 0.457, 0.353, 0.425, 0.420, -0.119, 0.046, 0.350, 0.364, 0.433, 0.445, 0.350, 0.418, 0.357, 0.409, 0.215, -0.797, 1.501, 0.204, 0.339, 0.166, -0.400, -1.622, 0.400, 0.373, 0.428, 0.656, 0.097, 0.145, 2.055, -0.345, -1.231, -1.497, 0.439, -0.459, -0.489, 0.435, 1.430, 0.529, 0.373, 0.399, -0.883, 0.468, 0.391, -1.061, 0.466, -0.564, 0.323, 0.916, 0.384, 0.097, 0.215, -1.083, -0.368, -0.895, 0.402, 0.440, -1.156, 0.417, -1.384, 0.248, 0.040

=====

This record from OMol25 describes a structure of composition C33H49BN10O3PdS3. The level of theory is the ωB97M-V functional and the def2-TZVPD basis.

Structure (ORCA input):
```
! wB97M-V def2-TZVPD RIJCOSX def2/J DEFGRID3
* xyz 2 1
H -5.7101 3.1641 -3.2110
C -1.8268 1.5350 -2.7698
H -3.1205 -5.1568 -3.4553
C -4.0839 -2.3827 -0.9292
C 3.6194 -0.0779 0.4668
H -0.1262 -5.6916 3.5902
C 5.8039 -0.3425 -0.8248
C -3.3906 -4.3901 -2.7460
H -2.2620 -5.3176 1.1641
H -5.5118 3.9006 -0.9132
C -4.2960 1.7904 -2.4087
H -0.2268 -5.7752 -0.0854
H -5.4868 -4.8428 -2.7925
C 5.2926 -0.9511 1.5703
O -1.5901 -1.2433 0.3233
N 0.2092 -3.3259 2.2544
C -3.7921 3.7765 -3.9063
H -0.2350 5.2408 3.1640
C 0.2465 4.6214 1.1327
H 6.1913 1.7576 -0.4175
C -4.7170 -4.2190 -2.3649
N 1.0517 -1.3186 2.6072
H -4.9110 1.4660 -1.5666
H 4.1664 -1.1125 3.4511
H 1.2559 -4.8812 0.2149
C 5.2517 -1.2078 -1.9592
O -4.3964 -1.3750 -0.0931
H -5.3216 -1.4381 0.1872
N -2.9226 1.6912 -1.9984
S 1.5295 -2.2134 0.1083
H -1.3892 -3.6479 -2.5482
H -2.2178 -4.5329 2.7329
S 2.7029 0.7094 -0.7675
H -1.3333 4.2567 -0.2869
H -4.4447 1.1180 -3.2549
C -0.0810 -2.9625 3.5385
Pd 0.2937 -0.0172 -0.2179
H -1.1602 5.9389 0.1868
H -2.7796 3.9237 -3.5355
C 1.2694 4.9471 0.0442
C -2.4184 -3.5465 -2.2382
C -1.6652 -1.6262 -0.8713
O -0.8020 -1.2736 -1.7166
C -1.8327 -4.4897 1.7192
H 1.2985 -5.7678 2.5506
H 4.2440 -0.9072 -2.2382
H -0.1523 -6.6817 2.1429
C 4.2374 -0.8473 2.4161
N 0.2950 3.1899 1.5072
H -0.1889 -4.0489 -0.4041
H 0.4249 -1.1317 4.6437
H 5.8897 -1.0934 -2.8312
H 6.2738 -1.3193 1.7736
C 0.8858 -2.3040 1.6927
C -0.3688 1.2108 2.2336
H -3.7687 3.1092 -4.7642
C -4.6838 4.1279 -1.5780
H -1.8291 1.3930 -3.8303
C 0.1712 -4.8261 0.2655
H -1.7254 2.9292 2.1717
N 3.1933 -0.2884 1.7351
H -4.7683 5.1701 -1.8658
H 7.6371 -0.2215 0.3430
C -4.6965 3.2277 -2.8075
H -2.1571 -3.5550 1.2632
C 7.2042 -0.8313 -0.4474
H 2.1651 0.3351 3.5971
H -0.9319 0.3937 2.6490
H 2.2790 4.9993 0.4405
H -4.1640 4.7370 -4.2530
N -2.5156 1.7914 -0.7448
C -0.3034 -4.5918 1.6935
C 0.5294 5.4187 2.4103
H 1.4965 5.1298 2.8199
C 1.3498 2.3483 1.4738
H 7.2028 -1.8775 -0.1502
C -5.0580 -3.2340 -1.4604
C 5.8969 1.1254 -1.2521
N 4.9092 -0.4620 0.3547
H 1.2287 4.2177 -0.7629
H 0.5528 6.4837 2.1939
H 5.2443 -2.2583 -1.6766
N 0.9638 1.1060 1.8808
H -0.6249 -3.5991 4.2031
C -2.7463 -2.5405 -1.3363
C -1.1406 4.9180 0.5543
S 2.9449 2.7002 1.0165
H 4.9589 1.4917 -1.6586
B 1.8791 -0.0096 2.5009
N -1.2414 1.6916 -0.7455
C 0.4407 -1.7318 3.7578
H -3.7551 3.9983 -1.0253
H -1.9408 4.8219 1.2818
H 1.0412 5.9246 -0.3732
C 0.2109 -5.7464 2.5596
H 7.8501 -0.7432 -1.3171
H 6.6525 1.2172 -2.0273
N -0.7714 1.5387 -1.9918
C -0.7648 2.4912 2.0114
H -6.0907 -3.1011 -1.1730
*
```

Calculated values
Highest occupied orbital energy (alpha / beta) in eV: -12.6 / -12.6
DFT total energy in eV: -92709.846
HOMO-LUMO gap (alpha / beta) in eV: 4.542 / 4.487
Molecular weight in g mol⁻¹: 847.255

Atom charges from the Mulliken analysis, given in e for atoms 1 to 99: 0.346, -0.338, 0.452, 1.388, -0.290, 0.411, 1.011, -1.070, 0.472, 0.373, -1.198, 0.601, 0.443, -0.514, -0.721, 0.456, -1.480, 0.349, 1.017, 0.392, -0.581, 0.321, 0.333, 0.672, 0.447, -1.436, -0.485, 0.288, 0.895, -0.239, 0.461, 0.435, 0.112, 0.289, 0.477, -0.180, -0.082, 0.612, 0.286, -1.866, -0.507, 1.950, -0.936, -1.521, 0.399, 0.293, 0.469, -1.419, 0.685, 0.450, 0.645, 0.488, 0.632, 0.195, 0.066, 0.346, -1.055, 0.340, -2.206, 0.529, 1.059, 0.433, 0.496, 0.662, 0.242, -2.140, -0.107, 0.619, 0.510, 0.440, -1.008, 1.413, -1.584, 0.353, 0.483, 0.489, -0.803, -1.450, 0.535, 0.383, 0.456, 0.393, 0.241, 0.592, -0.230, -1.697, -0.095, 0.325, 0.606, 0.329, -1.331, -0.004, 0.439, 0.492, -1.714, 0.447, 0.502, -0.228, -1.626

=====

This record from OMol25 describes a structure of composition C33H49Cl2F3GeN7O5SSi3Sr. The level of theory is the ωB97M-V functional and the def2-TZVPD basis.

Structure (ORCA input):
```
! wB97M-V def2-TZVPD RIJCOSX def2/J DEFGRID3
* xyz -2 2
N 0.4079 1.8592 0.1883
N -4.7973 -3.1480 -1.1042
C -1.6438 2.5819 2.0739
F 6.5976 5.0687 -4.3930
O -5.6600 -1.7735 1.7710
H 1.4337 4.6472 1.1370
H 2.3696 3.4744 0.3796
C -5.4087 -1.1729 0.7531
H 1.0663 -3.9687 -1.8470
H 2.7902 -5.9156 1.3681
H 5.0404 -0.9877 2.4107
C 0.6092 0.7918 -2.5774
Si 1.3158 -1.3128 3.1927
H -4.2748 2.2936 3.0928
H 3.7284 -3.1137 -3.6434
Sr -1.1923 -0.2484 -0.7990
H -0.9323 -4.1664 0.4672
H 1.1313 0.6325 4.7669
C 4.3670 3.8202 -3.3262
C -5.7706 -5.3169 -1.1857
C -4.5615 -7.1309 -2.4623
O -6.1909 0.6531 -2.2621
H 3.3397 -1.1737 -2.1294
H -0.3526 -4.6063 2.0788
Si 3.6809 -0.8536 0.3045
H 2.8161 -4.0376 -1.5619
H -3.1731 0.9245 3.3763
H 0.0647 3.2950 2.8790
H 0.1378 0.8501 3.3157
H -0.1341 -5.7231 0.7213
H -0.4702 -1.7935 4.8718
H -3.5923 -7.5446 -2.1842
Ge 1.4497 -1.5146 0.8245
C -5.7717 -3.9878 -0.7996
C 3.9022 1.1727 -4.0227
H 4.3941 -2.4588 -1.4826
Si 1.5414 -3.8874 0.5908
O -3.3724 0.8975 -1.4106
C 5.1024 -1.4394 1.4181
H -4.6102 -7.1247 -3.5525
C -4.2597 0.2147 -0.8630
C 5.3446 3.0979 -4.0008
C 2.7226 -1.9540 4.2964
C 6.6637 3.7207 -4.3051
H 2.6588 -4.7249 2.6737
H -2.5453 4.2015 4.8452
C 3.1643 3.2207 -3.0050
F 7.6017 3.4602 -3.3608
C 1.8462 -4.3888 -1.2059
F 7.1904 3.2856 -5.4718
H 3.7149 0.1400 -4.2886
H 3.4905 1.4649 1.2132
H 5.8645 1.2031 -4.8680
H 1.8187 -5.4798 -1.3020
H 2.8933 -3.0208 4.1348
N -3.6876 -4.9059 -2.2485
H 1.8829 1.1414 3.2367
C 5.1052 1.7707 -4.3446
O -3.0119 -0.7719 0.9504
N -0.3772 3.1558 1.9821
N -2.2135 2.7845 3.3491
H 5.0477 -0.8390 -1.7934
H 3.6630 -1.4371 4.0956
H 3.2984 1.4386 -0.5589
C -5.6817 0.1070 -1.3094
Cl 3.8501 -3.4647 -5.9645
H -3.1181 1.6810 1.3104
C 0.5554 2.8242 0.9833
H -1.1020 -1.9761 3.2241
C -3.7393 -3.6239 -1.8149
H 2.5452 -4.3345 -4.2052
H -6.5744 -5.9901 -0.9212
C -6.4009 -0.7936 -0.3274
C -4.0768 -0.6067 0.3460
Cl 1.7406 -2.1415 -4.3926
N -2.1621 1.9499 1.1082
H 5.0894 -2.5242 1.5467
C 1.1083 0.5072 3.6786
H -3.2605 4.6300 3.2774
H 4.5470 4.8534 -3.0585
C -4.6791 -5.7242 -1.9409
C 3.8646 1.0310 0.2823
H 4.9133 1.3218 0.1606
C 1.6698 1.2728 -2.9730
C -0.1271 -4.6669 1.0113
H 6.0640 -1.1524 0.9780
N 1.6720 3.6676 1.0842
S -2.3959 -2.6153 -2.1463
C -3.3754 1.9634 3.6339
H -0.0972 -3.2430 3.9310
C 2.8344 -4.8458 1.6018
H -1.5112 4.7575 3.5227
C 4.1669 -1.3897 -1.4472
C 2.9940 -3.3682 -4.3968
H 2.4706 -1.8031 5.3524
H -3.5859 2.0219 4.7021
H 3.8467 -4.4918 1.3898
H -5.3551 -7.7711 -2.0755
H 2.3945 3.7817 -2.4898
O -7.5648 -1.1089 -0.3693
C 2.9013 1.8822 -3.3411
H 1.1365 1.8016 -0.5193
C -0.2372 -2.1608 3.8662
C -2.3907 4.1665 3.7657
H -6.5930 -3.5744 -0.2200
*
```

Calculated values
Highest occupied orbital energy (alpha / beta) in eV: -2.0 / -2.0
DFT total energy in eV: -180707.817
HOMO-LUMO gap (alpha / beta) in eV: 5.768 / 4.651
Molecular weight in g mol⁻¹: 1028.254

Atom charges from the Mulliken analysis, given in e for atoms 1 to 99: 0.795, -0.035, 0.252, -0.286, -0.668, 0.246, 0.212, -0.130, 0.248, 0.361, 0.269, 0.096, 0.338, 0.391, -0.137, 1.251, 0.069, 0.484, -0.808, -1.049, -1.188, -0.634, -0.162, 0.254, -0.318, 0.045, 0.326, 0.368, -0.244, 0.330, 0.376, 0.291, 0.508, 0.019, -0.354, 0.355, 0.081, -0.747, -1.037, 0.263, 0.680, 0.387, -0.998, 0.951, 0.200, 0.366, -0.232, -0.267, -0.783, -0.281, 0.376, 0.251, 0.402, 0.418, 0.146, -0.523, 0.238, -0.786, -0.495, -0.021, 0.193, 0.475, 0.283, -0.654, -0.027, -0.237, -0.110, -0.194, 0.095, -0.136, 0.380, 0.296, 0.883, 1.007, -0.106, -0.235, 0.155, -0.631, 0.325, 0.389, 0.988, -0.130, 0.465, -1.333, -0.793, 0.329, -0.491, -0.288, -1.240, 0.250, -1.081, 0.376, -0.751, 0.086, 0.337, 0.385, 0.209, 0.318, 0.543

=====

This record from OMol25 describes a structure of composition C33H49Cl2FeGeN6O3Si3. The level of theory is the ωB97M-V functional and the def2-TZVPD basis.

Structure (ORCA input):
```
! wB97M-V def2-TZVPD RIJCOSX def2/J DEFGRID3
* xyz 0 2
N -1.4427 3.3804 -3.1905
Ge -0.2904 -1.4022 1.3360
H -0.0610 -3.9480 -1.4158
H 4.2987 1.7803 1.6412
C -1.3865 4.1542 -4.4184
H -0.9731 1.2072 3.8914
H 3.4323 -3.8966 0.9427
C -0.2536 -0.9787 -2.5631
H 0.5246 -2.1343 5.7299
C 0.9553 -3.9248 -1.0175
Si 0.3256 -0.9313 3.6207
H -4.1852 -0.5113 0.6956
H -3.6609 2.9474 2.2774
H -2.0823 4.4817 3.4668
H 1.5810 -3.3318 -1.6851
H 3.1991 -2.1504 0.8295
H 1.2117 4.9934 -4.0636
H 0.3166 -4.6974 2.8185
H 2.1300 0.3603 4.7247
C 5.3725 0.5899 0.2163
H -0.1836 -1.9976 -4.4177
H -3.6755 -3.8486 2.9539
C -2.2949 -0.3307 -1.7437
C -0.8361 -1.5460 -3.6834
C -2.7360 3.3091 -2.5445
H -0.5558 -3.0674 4.6937
H 1.0367 -5.6952 1.5527
Si -2.5329 -2.3066 1.4200
O -0.4586 2.3188 -1.4585
O 2.3879 2.9409 2.1733
C 0.0792 2.4875 1.8191
N 1.7392 1.2611 0.7069
H 1.1955 -3.1279 4.4417
C -0.9401 0.2366 4.3934
C -2.2110 -1.4972 -3.8188
Si 1.0166 -3.3578 0.7770
C 2.0548 -0.2094 3.7944
H -2.6537 2.7184 -1.6381
H -0.0566 4.4226 -6.0874
Fe 0.2412 0.4985 -0.1910
C 2.9019 -0.0380 -0.8814
Cl 6.9034 0.9888 0.9241
H -1.9463 -0.1876 4.3691
N -0.9734 -0.3969 -1.5885
H -2.7305 1.1742 0.8369
H 2.7838 -1.0212 3.8465
Cl 6.7143 -0.8999 -1.6219
H -1.9410 -4.1779 2.9890
C 5.2903 -0.2332 -0.8927
H -3.9443 -3.5875 -0.1794
C 1.0539 3.9352 -4.3105
H 2.5476 3.8446 -2.0111
O 1.9699 -1.4132 -3.2916
C -2.6849 -3.3829 2.9588
C -2.0758 1.8614 1.3458
C 2.8041 -3.0653 1.2744
C -1.7110 3.6953 2.8228
H -3.8738 -0.4394 2.4381
H 2.3609 0.4428 2.9791
C 4.2225 1.1254 0.7887
C 0.3686 -4.8492 1.7416
C 2.9858 0.8118 0.2494
H -2.5019 -2.9892 -1.0082
H -2.8407 0.1727 -0.9647
N -0.7694 1.6785 1.1653
H -4.0314 -0.7944 -2.8974
H -2.6980 -1.9343 -4.6807
C -2.8699 -3.4134 -0.0726
C -2.5904 2.8520 2.1613
N 0.8821 3.1544 -3.0968
C 2.0959 2.9036 -2.3395
H 1.3415 -4.9486 -1.0483
C 1.2539 -0.9285 -2.4242
H -4.8969 -1.7057 1.7610
C -0.3307 2.9344 -2.5275
H 0.3982 4.1140 3.1357
H 1.9615 3.5819 -4.8018
C -0.1523 3.7818 -5.2112
H -1.3870 5.2292 -4.1945
H -3.0944 4.3090 -2.2786
H -2.3895 -4.3851 0.0556
H -0.6767 0.4126 5.4403
C -0.3522 3.5055 2.6503
H -3.4650 2.8481 -3.2150
H 1.8712 2.3036 -1.4676
C 0.3587 -2.4780 4.7032
H -0.2286 2.7469 -5.5510
C 4.0561 -0.5460 -1.4539
H -0.6231 -5.1401 1.3895
H -2.2960 3.9443 -4.9849
H 2.8129 2.3665 -2.9621
N 1.5883 -0.2752 -1.3060
C 1.5589 2.2566 1.5897
C -2.9544 -0.8651 -2.8341
C -3.9952 -1.1118 1.5861
H 4.0020 -1.1884 -2.3182
H 2.9079 -2.9782 2.3583
H -2.5991 -2.7979 3.8758
*
```

Calculated values
Highest occupied orbital energy (alpha / beta) in eV: -7.3 / -7.5
DFT total energy in eV: -189687.174
HOMO-LUMO gap (alpha / beta) in eV: 6.797 / 7.438
Molecular weight in g mol⁻¹: 861.413

Taken from the Mulliken analysis, the atomic charges in e are: 0.333, 0.233, 0.216, 0.566, -0.677, 0.134, 0.436, 0.577, 0.408, -1.122, 0.444, 0.340, 0.529, 0.440, 0.308, 0.121, 0.325, 0.261, 0.422, 0.027, 0.606, 0.415, -0.188, -0.653, -0.808, 0.280, 0.418, 0.901, -0.522, -0.792, 0.415, 1.030, 0.262, -0.807, -0.880, 0.448, -0.987, 0.025, 0.368, -1.674, -0.788, -0.226, 0.189, 1.522, 0.026, 0.356, -0.225, 0.314, -0.123, 0.412, -0.668, 0.360, -0.769, -1.290, 0.054, -0.816, -0.788, 0.217, 0.168, -0.681, -1.239, 0.187, 0.048, -0.044, 1.074, 0.586, 0.453, -0.849, -1.356, 0.486, -0.997, 0.524, -0.021, 0.459, 0.084, 0.565, 0.345, -0.677, 0.296, 0.350, 0.337, 0.549, -0.635, 0.314, 0.092, -1.256, 0.288, -0.408, 0.256, 0.381, 0.381, 1.330, -0.076, -1.142, -1.224, 0.621, 0.230, 0.264